(1)
# C5H8N2S

A single C5H8N2S molecule at a distorted geometry (ωB97M-V/def2-TZVPD, the Open Molecules 2025 dataset).

XYZ file:
```
16
C5H8N2S ωB97M-V/def2-TZVPD
C -2.4190 -0.1106 0.1689
C -1.3000 -1.1773 0.1690
N -0.2048 -0.5406 -0.4615
S 1.4381 -1.0612 -0.0960
C 1.9036 0.6020 0.4900
C 0.8722 1.5756 -0.1885
C -0.4316 0.8498 -0.2349
N -1.6240 1.2012 0.0348
H -3.0877 -0.2577 -0.6635
H -3.0091 -0.0885 1.0971
H -0.9284 -1.4313 1.1703
H -1.6357 -2.0817 -0.3251
H 2.9411 0.8760 0.2220
H 1.7907 0.6374 1.5849
H 0.8447 2.5741 0.2703
H 1.1238 1.6906 -1.2599
```

Values from the calculation:
Structure (SMILES): C1CN2SCCC2=N1
Frontier orbital gap (eV): 8.97
Relative energy (zero: lowest compared OMol25 entry of this formula, charge and spin) (kJ/mol): 117.40
Charge: 0
Total energy (eV): -19129.2046

---

(2)
# C29H31BrF24N2O4S

A molecular structure, C29H31BrF24N2O4S at a distorted geometry (ωB97M-V/def2-TZVPD, the Open Molecules 2025 dataset).

XYZ file:
```
92
C29H31BrF24N2O4S ωB97M-V/def2-TZVPD
C 4.7393 3.5975 -0.1839
C 3.8285 2.5953 -1.0341
C 2.3543 3.1975 -1.0591
O 1.7585 3.0547 -2.3501
C 0.3331 3.1418 -2.3081
C -0.0592 4.5497 -1.7145
C 0.3137 5.7434 -2.5815
Br 1.1734 5.4747 -4.3252
C 0.0235 7.0684 -2.1026
C -0.6189 7.2096 -0.7809
N -0.9234 8.4358 -0.1889
S -1.6059 8.0142 1.2594
N -1.6256 6.3540 1.2863
C -1.0221 6.0504 0.0764
C -0.7269 4.6772 -0.4328
C -1.1083 3.4238 0.4120
C -2.5890 2.8847 0.1666
C -3.3951 3.9164 -0.7402
C -2.6304 1.4976 -0.6184
H 5.8102 3.2810 -0.1573
H 4.6115 4.5998 -0.6860
H 4.2721 3.6066 0.8383
H 4.2160 2.4610 -2.0788
H 3.8726 1.5906 -0.5427
H 2.4585 4.2626 -0.7139
H 1.7384 2.6198 -0.3140
H -0.0316 3.1026 -3.3726
H -0.1550 2.2880 -1.7757
H 0.3110 7.9396 -2.7364
H -0.3893 2.6027 0.1506
H -0.9096 3.6788 1.4860
H -3.1572 2.7120 1.1210
H -4.4652 3.5631 -0.8238
H -2.9729 3.9646 -1.7812
H -3.4389 4.9295 -0.2661
H -3.0525 1.5935 -1.6472
H -3.2232 0.7515 -0.0216
H -1.5978 1.0644 -0.7182
C -6.7504 -2.8118 -0.7660
C -6.0180 -1.4575 -0.6920
C -5.9300 -0.6594 -1.9933
F -5.2884 -1.3216 -2.9736
F -5.2321 0.4873 -1.7854
F -4.7905 -1.6545 -0.1574
F -6.6998 -0.6912 0.2092
O -5.9537 -3.9848 -0.9302
C -5.5456 -4.3258 -2.2246
C -4.0310 -4.2066 -2.4163
F -3.5791 -2.9722 -2.1091
F -3.6921 -4.4367 -3.7093
F -6.2480 -3.6052 -3.1223
F -5.9110 -5.6118 -2.4099
H -7.2178 -2.9499 0.2104
H -7.5828 -2.7899 -1.4722
H -6.9257 -0.3824 -2.3514
H -3.5017 -4.9237 -1.7885
C -0.6640 -8.9119 0.4539
C -1.0221 -7.4810 0.0066
C -2.4493 -7.0156 0.2951
F -3.3826 -7.7826 -0.2969
F -2.6316 -5.7538 -0.1837
F -0.7226 -7.3466 -1.3058
F -0.1785 -6.6394 0.6708
O -0.7437 -9.9481 -0.5252
C -1.9950 -10.5197 -0.7757
C -2.5138 -10.2107 -2.1838
F -2.5658 -8.8847 -2.4203
F -3.7706 -10.6907 -2.3401
F -2.8591 -10.1580 0.1930
F -1.8326 -11.8540 -0.6524
H 0.3945 -8.8842 0.7175
H -1.1734 -9.1927 1.3779
H -2.6460 -6.9936 1.3704
H -1.8708 -10.6652 -2.9410
C 6.2210 4.1058 3.8768
C 5.8150 2.7253 3.3232
C 5.9848 1.5387 4.2726
F 7.2575 1.3682 4.6767
F 5.6242 0.3898 3.6454
F 6.4698 2.5143 2.1565
F 4.4909 2.8045 3.0030
O 7.5279 4.5865 3.5593
C 8.5988 4.1461 4.3427
C 9.5766 3.2619 3.5622
F 8.9595 2.2028 3.0024
F 10.5333 2.7726 4.3872
F 8.1293 3.5525 5.4572
F 9.2470 5.2562 4.7556
H 5.5560 4.8253 3.3958
H 6.0073 4.1992 4.9433
H 5.3475 1.6504 5.1546
H 10.0615 3.8315 2.7660
```

Values from the calculation:
Frontier orbital gap (eV): 7.89
Charge: 0
Total energy (eV): -187840.4587

---

(3)
# C5H12NO

A gas-phase ion, C5H12NO (charge +1) at a distorted geometry (ωB97M-V/def2-TZVPD, the Open Molecules 2025 dataset).

XYZ file:
```
19
C5H12NO ωB97M-V/def2-TZVPD
C -0.8477 1.1197 1.3033
C -0.7379 -0.3583 1.3518
C -0.1216 0.6187 -0.6220
C 1.1548 1.3987 -1.0265
C 0.4468 -2.0039 -0.4508
N 0.2196 -0.5612 0.1731
O -1.1788 0.6143 -1.5264
H -1.8346 1.5469 1.4378
H -0.1132 1.7761 1.5314
H -0.2204 -0.8128 2.2102
H -1.6670 -0.9498 1.2747
H 1.7704 1.5623 -0.2031
H 0.8985 2.4422 -1.3945
H 1.6837 0.7083 -1.6669
H -0.4814 -2.4927 -0.8308
H 0.9882 -1.8054 -1.4312
H 0.7321 -2.5748 0.4294
H 1.1852 -0.3573 0.5042
H -1.8766 0.1290 -1.0637
```

Values from the calculation:
Frontier orbital gap (eV): 9.62
Relative energy (zero: lowest compared OMol25 entry of this formula, charge and spin) (kJ/mol): 352.48
Charge: +1
Total energy (eV): -8906.9760

---

(4)
# C35H77BrI2N2O19PS7

A molecular structure, C35H77BrI2N2O19PS7 at a distorted geometry (ωB97M-V/def2-TZVPD, the Open Molecules 2025 dataset).

XYZ file:
```
144
C35H77BrI2N2O19PS7 ωB97M-V/def2-TZVPD
C -6.1510 0.9186 -4.5666
C -5.1669 1.2843 -3.4473
C -4.6892 2.7590 -3.5741
I -6.5132 3.9633 -3.7603
C -3.9561 3.2094 -2.3189
N -2.7847 2.7905 -1.9090
P -1.9895 1.6485 -3.0756
C -1.4718 2.8016 -4.4665
C -0.0344 2.5718 -4.9551
C -0.4672 0.8853 -2.4137
C -0.7419 -0.3458 -1.5069
C -2.3484 3.3373 -0.6004
C -2.8446 2.6541 0.6694
C -2.4284 1.1856 0.8125
C -2.9995 0.6907 2.1612
Br -3.6771 -1.1160 2.0429
C -0.8169 3.5260 -0.5292
C -0.3562 4.5161 0.5541
C -0.0096 5.9136 0.0332
I 1.4901 3.7426 1.4324
C -2.9649 4.7655 -0.5858
N -3.2154 5.3608 0.7315
C -3.6174 6.5107 0.6175
O -4.0232 7.5965 0.4987
S -4.6593 4.3868 -1.2482
H -6.0150 -0.1159 -4.8534
H -5.9832 1.5090 -5.4578
H -7.1780 1.0225 -4.2610
H -5.5908 1.1210 -2.4680
H -4.3183 0.6394 -3.5926
H -4.1542 2.9568 -4.4876
H -1.6264 3.8236 -4.1313
H -2.1374 2.5512 -5.2812
H 0.1354 3.2403 -5.7870
H 0.6873 2.7711 -4.1763
H 0.0373 1.5594 -5.3243
H 0.2470 1.5669 -1.9711
H 0.0390 0.4933 -3.2892
H -1.7962 -0.5848 -1.5236
H -0.3846 -0.1118 -0.5191
H -0.1595 -1.1805 -1.8540
H -2.4715 3.1448 1.5539
H -3.9246 2.6558 0.7635
H -2.8303 0.5794 0.0130
H -1.3549 1.1086 0.9040
H -2.2032 0.6987 2.8869
H -3.7435 1.3902 2.5129
H -0.4053 3.8502 -1.4811
H -0.3901 2.5643 -0.2947
H -1.0271 4.6117 1.3897
H -0.0295 6.5870 0.8819
H -0.7517 6.2714 -0.6728
H 0.9944 5.9676 -0.3566
H -2.4143 5.3506 -1.3170
O -8.1102 -1.8984 -5.0796
S -9.1993 -2.8127 -4.9020
O -9.9831 -3.2358 -6.0151
O -10.1622 -2.2435 -3.7702
C -10.6738 -0.9053 -3.9242
C -11.7826 -0.8246 -4.9552
C -8.6402 -4.2312 -4.0231
H -9.8578 -0.2203 -4.1646
H -11.0587 -0.6215 -2.9466
H -11.4084 -1.0321 -5.9567
H -12.2232 0.1726 -4.9580
H -12.5600 -1.5567 -4.7394
H -8.0703 -3.9093 -3.1561
H -8.0100 -4.8025 -4.7011
H -9.5032 -4.8214 -3.7277
O 2.2804 -1.3338 0.0068
S 3.5286 -0.8153 0.4850
O 4.7202 -0.9548 -0.2861
O 3.7881 -1.3668 1.9465
C 3.7591 -2.7989 2.1510
C 5.0112 -3.4804 1.6339
C 3.3214 0.8781 0.9218
H 2.8598 -3.2205 1.6989
H 3.6787 -2.9414 3.2265
H 5.0788 -3.4164 0.5486
H 5.0075 -4.5344 1.9105
H 5.9039 -3.0087 2.0434
H 2.4340 0.9758 1.5358
H 3.2101 1.4426 -0.0005
H 4.2088 1.2081 1.4571
O -6.6069 -6.6068 1.4699
S -6.3153 -6.4280 2.8578
O -7.3570 -6.4442 3.8328
O -5.4664 -5.0893 3.0287
C -6.0127 -3.8767 2.4783
C -7.1373 -3.3140 3.3249
C -5.0549 -7.5550 3.3468
H -6.3378 -4.0452 1.4496
H -5.1902 -3.1641 2.4471
H -8.0064 -3.9702 3.3149
H -7.4440 -2.3388 2.9448
H -6.8204 -3.2080 4.3622
H -4.2460 -7.5163 2.6228
H -5.5002 -8.5470 3.3658
H -4.7070 -7.2817 4.3393
O 9.2064 -4.1123 -0.4516
S 9.7380 -2.9781 -1.1431
O 9.6714 -1.6741 -0.5622
O 9.0901 -2.9257 -2.6006
C 7.6545 -2.9450 -2.6934
C 7.0301 -1.6144 -2.3221
C 11.3912 -3.3063 -1.6417
H 7.2542 -3.7540 -2.0791
H 7.4261 -3.1837 -3.7308
H 7.1793 -1.3886 -1.2687
H 5.9577 -1.6325 -2.5122
H 7.4813 -0.8044 -2.8965
H 11.4274 -4.2838 -2.1151
H 12.0110 -3.2937 -0.7489
H 11.7135 -2.5265 -2.3255
O 13.9914 -1.7431 -0.6130
S 15.1120 -1.9615 0.2514
O 14.9994 -2.8198 1.3861
O 15.6786 -0.5519 0.7149
C 14.7617 0.3780 1.3283
C 14.4284 0.0020 2.7587
C 16.5050 -2.4567 -0.7037
H 13.8598 0.4668 0.7204
H 15.2630 1.3436 1.3083
H 13.8601 -0.9260 2.8024
H 13.8321 0.7864 3.2249
H 15.3392 -0.1457 3.3388
H 16.6101 -1.7842 -1.5504
H 16.3170 -3.4718 -1.0462
H 17.3882 -2.4326 -0.0715
O -3.9465 1.9393 5.1325
S -3.6681 2.1802 6.5176
O -4.7208 2.2087 7.4773
O -2.8119 3.5169 6.6395
C -3.3363 4.7154 6.0359
C -4.4653 5.3243 6.8443
C -2.4211 1.0671 7.0684
H -3.6492 4.5092 5.0098
H -2.5010 5.4119 5.9874
H -5.3428 4.6794 6.8476
H -4.7544 6.2875 6.4230
H -4.1610 5.4662 7.8806
H -1.6028 1.0692 6.3536
H -2.8734 0.0794 7.1251
H -2.0829 1.3811 8.0520
```

Values from the calculation:
Frontier orbital gap (eV): 7.78
Charge: +1
Total energy (eV): -250796.2458

---

(5)
# C5H14N2

A single C5H14N2 molecule at a distorted geometry (ωB97M-V/def2-TZVPD, the Open Molecules 2025 dataset).

XYZ file:
```
21
C5H14N2 ωB97M-V/def2-TZVPD
C 1.7505 0.3005 -2.0377
C 1.5129 -1.0094 -1.2274
C -0.0968 -1.4371 -1.3440
N -0.9681 -0.5076 -0.5520
C -0.7627 -0.3267 0.9087
C -1.0968 1.1724 1.3878
N -0.4568 1.4962 2.8098
H 0.9802 1.1078 -1.9403
H 2.7072 0.4953 -1.7018
H 1.6731 0.0283 -3.0752
H 1.8343 -0.8658 -0.1980
H 2.1240 -1.7747 -1.5604
H -0.4577 -2.4147 -1.0717
H -0.3290 -1.2349 -2.4119
H -0.8898 0.3462 -0.9716
H -1.7002 -0.9102 1.2588
H 0.0425 -0.9166 1.2687
H -0.4190 1.8619 0.6846
H -2.1819 1.2824 1.4964
H -1.4196 1.6444 3.4028
H 0.1678 2.2330 2.8903
```

Values from the calculation:
Structure (SMILES): CCCNCCN
Frontier orbital gap (eV): 9.26
Relative energy (zero: lowest compared OMol25 entry of this formula, charge and spin) (kJ/mol): 319.18
Charge: 0
Total energy (eV): -8389.3109

---

(6)
# C15H17Br3N5O11

A molecular structure, C15H17Br3N5O11 at a distorted geometry (ωB97M-V/def2-TZVPD, the Open Molecules 2025 dataset).

XYZ file:
```
51
C15H17Br3N5O11 ωB97M-V/def2-TZVPD
N -0.5080 0.9576 -2.3864
O -0.0015 0.2804 -3.3486
O 0.1235 0.9048 -1.3343
O -1.5507 1.5644 -2.6080
C -2.6590 4.1965 -1.0858
N -3.1659 4.0900 0.2909
O -2.4090 4.5435 1.1379
O -4.3011 3.7415 0.5675
H -3.4506 3.6813 -1.6298
H -1.6657 3.7587 -1.1848
H -2.6007 5.2247 -1.4430
C 1.6871 -1.8449 -4.9682
N 1.9053 -0.4951 -5.6630
O 0.9700 0.0969 -6.1887
O 3.0323 -0.0633 -5.5731
H 2.6405 -2.3206 -4.7383
H 0.9298 -2.3686 -5.5516
H 1.2588 -1.7951 -3.9671
C -0.1158 1.6503 2.4163
C -0.1893 2.7868 3.1883
C -0.1823 2.7705 4.6146
C -0.1214 1.5131 5.2668
C 0.1586 0.3806 4.4827
C 0.1454 0.4543 3.0453
N -0.3780 1.4108 6.6794
O -0.4693 2.3943 7.3568
O -0.2900 0.2334 7.1222
H 0.0129 1.6203 1.3445
H -0.2887 3.7757 2.7658
H -0.3268 3.5833 5.3109
H 0.3055 -0.5540 5.0037
H 0.0491 -0.4908 2.5317
C -1.7722 -3.6154 -1.4047
C -1.7031 -4.7428 -0.5251
C -0.6176 -4.7805 0.3852
C 0.2429 -3.6983 0.4387
C -0.0100 -2.5419 -0.3150
C -1.0344 -2.5028 -1.1292
N 1.5757 -3.8010 1.1352
O 2.2663 -2.7689 1.2136
O 2.1202 -4.9123 1.2885
H -2.5623 -3.4397 -2.1197
H -2.3107 -5.6355 -0.5428
H -0.5331 -5.6854 0.9685
H 0.6430 -1.6823 -0.2836
H -1.2763 -1.5944 -1.6609
C 3.1374 1.2825 -1.8499
Br 3.0831 1.6254 0.0460
Br 3.0499 -0.7005 -2.2149
Br 4.8952 1.7314 -2.6205
H 2.2610 1.7813 -2.2636
```

Values from the calculation:
2S+1: 2
Frontier orbital gap (spin up / spin down) (eV): 8.16 / 4.38
Charge: 0
Total energy (eV): -255911.2823
Expectation value of S²: 0.756

---

(7)
# C3H4N2O

A single C3H4N2O molecule at a distorted geometry (ωB97M-V/def2-TZVPD, the Open Molecules 2025 dataset).

XYZ file:
```
10
C3H4N2O ωB97M-V/def2-TZVPD
C 0.1951 1.1319 -0.2908
C -1.7684 -0.2315 0.0038
C 1.1242 0.2567 -0.4517
N -1.1482 0.9553 -0.0466
N 1.6956 -0.7648 0.1589
O -1.4412 -1.2413 -0.6114
H 0.2726 2.2511 -0.3375
H -2.7412 -0.1480 0.6875
H 2.2603 -1.4542 -0.3647
H 1.5512 -0.7551 1.2526
```

Values from the calculation:
Frontier orbital gap (spin up / spin down) (eV): 8.12 / 8.12
Relative energy (zero: lowest compared OMol25 entry of this formula, charge and spin) (kJ/mol): 399.77
Charge: 0
Total energy (eV): -8199.7421

---

(8)
# C24H37BCuIN8S3

A molecular structure, C24H37BCuIN8S3 (ωB97M-V/def2-TZVPD, the Open Molecules 2025 dataset).

XYZ file:
```
75
C24H37BCuIN8S3 ωB97M-V/def2-TZVPD
Cu 1.0199 -0.2156 -0.4864
C -4.2477 -0.4323 2.7877
C -2.7857 -0.7362 2.4676
C -2.1381 -1.3347 3.7142
C -2.7396 -1.6822 1.2686
N -2.0976 0.5474 2.1009
C -2.7255 1.7754 2.0578
C -1.8122 2.6788 1.6552
N -0.6153 2.0216 1.4352
B 0.5905 2.9044 0.9022
N 0.4588 2.2907 -1.7353
C -0.3178 4.6212 -2.6473
C -1.1995 3.7206 -3.1037
N -1.5975 2.4246 -2.6317
C -0.6541 1.5599 -2.2174
S -0.5632 -0.0817 -2.1662
C -3.0751 2.1081 -2.8033
C -3.8558 3.3983 -2.5184
C -3.3076 1.6128 -4.2248
C -3.5437 1.0805 -1.7756
N 1.9637 2.4093 1.4471
C 2.2188 2.7607 2.7625
C 3.3181 2.1076 3.1726
N 3.7656 1.3448 2.1091
C 2.9255 1.5383 1.0641
S 3.0886 0.8171 -0.4987
C 4.9539 0.4284 2.1844
C 5.5636 0.5350 3.5811
C 6.0092 0.8637 1.1699
C 4.4872 -1.0104 1.9716
C -0.7984 0.7158 1.7208
S 0.4085 -0.5083 1.6784
H -4.7314 -1.3735 3.0443
H -4.7799 -0.0119 1.9329
H -4.3520 0.2353 3.6439
H -2.6929 -2.2275 4.0040
H -2.1814 -0.6233 4.5405
H -1.1028 -1.6137 3.5415
H -3.2784 -2.5969 1.5191
H -1.7197 -1.9417 0.9990
H -3.2295 -1.2236 0.4063
H -3.7510 1.9188 2.3373
H -1.9025 3.7453 1.5389
H 0.4214 3.9616 1.4466
H -0.2153 5.5142 -3.2517
H -1.7420 3.9857 -4.0007
H -3.6792 4.1848 -3.2484
H -3.6161 3.7844 -1.5254
H -4.9188 3.1645 -2.5417
H -3.0266 2.3600 -4.9686
H -4.3666 1.3916 -4.3619
H -2.7407 0.7002 -4.4128
H -3.2108 1.3450 -0.7680
H -3.2193 0.0708 -1.9986
H -4.6332 1.0966 -1.7857
H 1.5829 3.4441 3.2951
H 3.8096 2.1290 4.1251
H 5.9205 1.5417 3.8016
H 6.4228 -0.1332 3.6139
H 4.8702 0.2150 4.3596
H 6.3090 1.8968 1.3552
H 5.6567 0.7711 0.1470
H 6.8892 0.2304 1.2870
H 3.7285 -1.2751 2.7100
H 5.3409 -1.6770 2.1003
H 4.0766 -1.1641 0.9778
I 0.2406 6.3460 -0.2804
C 0.5497 4.5617 -1.4030
C 1.9843 4.4315 -1.7894
N 2.3413 3.2647 -2.2713
N 1.5351 2.2288 -2.4696
C 0.2046 3.2646 -0.6646
H 2.7411 5.1985 -1.7196
H 3.2907 3.0767 -2.5735
H -0.8829 3.2707 -0.5816
```

Values from the calculation:
2S+1: 2
Frontier orbital gap (spin up / spin down) (eV): 7.01 / 5.33
Relative energy (zero: lowest compared OMol25 entry of this formula, charge and spin) (kJ/mol): 0.00
Charge: +1
Total energy (eV): -123326.9623
Expectation value of S²: 0.772